C41H51N2P2RhSi2Te | ωB97M-V/def2-TZVPD

Its spin multiplicity is 5. For the frontier orbital gap (alpha / beta), the calculation gives 6.78 / 4.96 eV. As for the largest force on an atom: 1.58 eV/A. The calculation puts the total energy at -90943.294 eV. As for the net charge: +2. The value obtained for the lowest unoccupied orbital energy (alpha / beta) is -5.5845 / -8.5739 eV. For the molar mass, the calculation gives 920.50 g mol⁻¹. For the highest occupied orbital energy (alpha / beta), the calculation gives -12.36 / -13.54 eV.

Each line ends with the Löwdin spin population.
Atoms and positions in Å:
H -2.196 -0.051 -0.960  0.01
H 2.956 5.198 -1.798  0.00
H 0.803 5.972 3.094  0.00
H -4.090 -0.759 3.935  0.01
C 4.110 -1.167 -0.309  0.00
Si -0.457 3.787 3.275  0.02
C -2.731 -0.976 -4.181  0.00
C -7.135 2.172 2.241  0.02
C 1.230 -1.393 -2.579  0.01
H 3.789 -0.190 0.028  0.00
N -8.189 2.620 2.189  0.08
C -4.870 2.029 1.357  -0.02
C -2.678 -0.166 -3.057  0.00
C -5.548 0.610 3.222  -0.02
C -1.665 -1.967 -1.823  0.01
H 3.307 1.867 1.702  0.00
H -2.958 3.425 3.274  0.00
C 0.970 -3.732 0.817  0.01
H 2.055 -3.785 0.854  0.00
C 1.637 -2.368 -3.484  0.00
H -5.127 2.800 0.646  0.00
C -2.237 -2.270 -4.131  0.01
C -2.157 -0.663 -1.874  0.02
H -4.916 -5.734 0.346  0.00
H 0.236 0.989 -4.770  0.00
C 4.569 5.073 1.337  0.00
H 6.901 -2.980 -0.873  0.00
C -2.056 -0.160 2.327  0.47
C 2.692 2.717 1.422  0.08
H -0.859 1.412 4.035  0.01
C 4.901 -3.696 -1.133  0.00
H -6.304 0.314 3.934  0.00
C -3.239 -4.413 0.169  0.01
C -3.902 -5.617 -0.003  0.00
C 1.546 -2.127 -4.843  0.00
H -1.476 -7.346 -1.595  0.00
H -1.319 -3.777 -2.922  0.00
H 5.185 4.549 2.063  0.00
C -4.316 0.021 3.224  0.13
C 3.155 -2.113 -0.664  0.03
H 0.178 2.253 5.149  0.00
Rh -0.298 -0.345 0.314  1.64
C 0.634 0.051 -4.414  0.00
H 5.222 5.726 0.769  0.00
Te 0.862 2.041 0.599  0.61
H -3.742 -3.578 0.640  0.00
C -0.034 2.116 4.092  0.02
Si 3.685 3.865 0.176  0.02
H -2.573 5.076 2.847  0.00
P -1.161 -2.622 -0.200  0.13
H -0.286 -5.216 -1.309  0.00
H 1.002 -0.735 -6.372  0.00
H 0.567 -4.744 0.817  0.00
C -3.305 0.418 2.295  0.04
H 0.846 1.643 3.658  0.01
C -3.263 -6.673 -0.630  0.00
H 5.484 2.138 -0.147  0.00
H -1.808 -0.917 3.051  0.02
H 2.438 3.291 2.307  0.01
C -1.291 -5.333 -0.928  0.01
H -3.073 0.837 -3.102  0.00
C -2.288 4.251 3.492  0.01
H -2.879 1.770 0.654  0.01
N 0.525 -3.033 -0.396  0.02
H 5.482 3.301 -1.449  0.00
H -2.283 -2.910 -5.000  0.00
C 4.837 2.712 -0.804  0.00
C -0.331 3.634 1.322  0.08
H 5.203 -4.684 -1.451  0.00
H 3.875 5.703 1.888  0.00
C -5.844 1.614 2.284  0.14
H 2.818 -4.143 -1.296  0.00
H -2.477 4.565 4.511  0.00
H 6.194 -0.747 -0.101  0.00
C 5.455 -1.482 -0.379  0.00
H -1.249 0.267 1.690  0.04
C -1.933 -4.274 -0.288  0.04
H 0.424 0.584 -2.351  0.00
H 1.826 5.440 -0.491  0.00
C 3.554 -3.389 -1.059  0.01
H 0.628 -3.232 1.730  0.00
H 0.057 4.559 0.905  0.01
H 1.738 4.822 4.039  0.00
H -3.776 -7.611 -0.769  0.00
C -1.697 -2.766 -2.959  0.00
H 0.356 5.620 4.741  0.00
C 0.730 5.170 3.825  0.00
H 4.294 2.016 -1.439  0.00
P 1.416 -1.588 -0.770  0.08
C 1.051 -0.920 -5.310  0.00
H 1.872 -2.884 -5.539  0.00
H -1.333 3.489 0.929  0.00
H 2.034 -3.307 -3.136  0.00
C 5.852 -2.740 -0.806  0.00
C -1.966 -6.527 -1.094  0.00
C -3.632 1.453 1.367  0.12
H -3.166 -0.602 -5.095  0.00
C 2.432 4.692 -0.994  0.02
H 1.763 3.961 -1.449  0.02
C 0.737 -0.182 -3.056  0.00



C4H8OS | ωB97M-V/def2-TZVPD

Its energy relative to the best compared isomer or geometry (same formula, charge and spin) is 104.16 kJ/mol. For the frontier orbital gap, the calculation gives 9.68 eV. As for the largest force on an atom: 0.42 eV/A. The calculation puts the total energy at -17159.371 eV. The SMILES is CO[C@@]1(C)CS1. The value obtained for the lowest unoccupied orbital energy is 0.8856 eV. For the molar mass, the calculation gives 104.17 g mol⁻¹. For the highest occupied orbital energy, the calculation gives -8.80 eV.

Each line ends with the Mulliken charge.
Atoms and positions in Å:
C -1.011 -1.417 -0.151  -0.73
S 2.726 -0.275 -0.168  -0.18
H -1.301 -2.434 -0.405  0.26
H 1.326 -0.888 1.753  0.36
C 1.477 -0.030 1.110  -0.95
H 0.361 1.055 -1.994  0.32
C 0.437 1.195 -0.918  -1.29
H 1.129 2.007 -0.715  0.42
H -1.718 -0.715 -0.604  0.29
C 0.932 -0.081 -0.276  0.95
H 1.516 0.922 1.622  0.29
H -0.545 1.459 -0.525  0.32
O 0.291 -1.247 -0.674  -0.37
H -1.027 -1.291 0.936  0.33



- The highest total energy belongs to which entry?
  C4H8OS